58
Properties=species:S:1:pos:R:3 method="wB97M-V/def2-TZVPD" spin_multiplicity=1 max_force_ev_per_a=3.6 charge=-1 homo_lumo_gap_ev=8.95 total_energy_ev=-74222.27381
Cl 0.7828 -1.5844 -0.1786
O 1.5830 -2.7172 -0.4830
O 1.0722 -1.0665 1.1083
O 0.9780 -0.6596 -1.2218
O -0.5680 -2.0780 -0.2771
C -1.5741 3.0486 -3.5024
C -1.3353 2.3871 -2.1253
O -1.0889 3.5390 -1.1388
P -2.1714 3.8760 -0.0699
O -1.7754 4.9361 0.8989
O -3.4798 4.1044 -0.9449
C -4.6780 4.3596 -0.2134
C -5.7926 4.6547 -1.1897
O -2.5607 2.6072 0.7725
C -1.6040 2.0859 1.7839
C -1.6565 0.6076 1.8090
H -2.2448 3.8590 -3.3903
H -0.6839 3.3983 -3.9200
H -2.0198 2.3417 -4.1877
H -2.2046 1.8474 -1.7419
H -0.4037 1.8207 -2.0569
H -4.9584 3.5172 0.3854
H -4.5328 5.2083 0.4323
H -5.9441 3.8287 -1.8914
H -6.7702 4.8073 -0.7079
H -5.6107 5.5139 -1.8366
H -0.5711 2.2774 1.4297
H -1.8072 2.5241 2.7327
H -2.6186 0.1612 1.9690
H -1.2940 0.1749 0.8784
H -0.8600 0.2143 2.4434
O -1.2314 -4.6726 5.8853
S -0.7031 -3.3984 5.4603
O -0.3300 -2.4235 6.4363
O 0.5972 -3.8241 4.6366
C 0.7185 -4.8988 3.7870
C 2.1272 -4.9849 3.3457
C -1.6573 -2.6376 4.2210
H 0.0170 -4.7024 2.9419
H 0.4776 -5.8197 4.2612
H 2.7528 -5.4096 4.1272
H 2.4078 -3.9485 3.2937
H 2.3066 -5.4567 2.3889
H -2.3084 -3.3865 3.7526
H -0.9292 -2.2560 3.4746
H -2.2004 -1.7563 4.6186
C 6.2907 0.3111 -5.8245
O 5.4646 0.3179 -4.6609
C 5.4075 -0.8687 -4.0256
O 5.9661 -1.9027 -4.1924
O 4.5449 -0.7043 -3.0561
C 4.3134 -1.8417 -2.2325
H 6.0135 -0.4992 -6.5633
H 7.3270 0.0717 -5.5616
H 6.2860 1.3480 -6.2225
H 3.4460 -1.5551 -1.6096
H 5.1780 -1.9437 -1.5589
H 4.1098 -2.7525 -2.6891